# 1
Formula: C23H46BBrClN6O5PS2
Source: the OMol25 dataset
Level of theory: ωB97M-V/def2-TZVPD

Values from the calculation:
E_HOMO	-0.1841	hartree
gap between HOMO and LUMO	3.57	eV

ORCA input file:
```
! wB97M-V def2-TZVPD RIJCOSX def2/J DEFGRID3
* xyz 0 1
C 3.03 -4.81 2.21
C 3.89 -3.54 2.77
C 4.74 -2.71 1.64
O 3.95 -2.25 0.48
C 2.73 -1.55 0.91
C 2.15 -0.44 -0.13
N 0.69 -0.18 0.32
C 0.01 0.50 -0.84
N -1.37 0.42 -0.89
S -2.32 1.22 -2.16
C -2.21 -0.36 0.14
C -2.22 -1.93 -0.43
C -3.12 -2.95 0.49
C -4.69 -2.76 -0.01
C -5.47 -1.85 1.12
C -6.66 -0.99 0.39
C -6.55 0.60 0.89
S -8.30 1.27 0.90
C -8.11 3.16 0.77
N -9.07 4.05 0.00
N -8.52 5.32 0.21
C -7.25 5.27 1.09
O -6.99 3.84 1.45
N 0.86 1.26 -1.82
P 1.06 0.54 -3.40
C -0.09 -0.98 -3.70
O 0.51 1.76 -4.57
C 2.06 1.93 -1.23
B 1.44 3.25 -0.41
N 1.72 4.66 -0.97
O 0.61 3.19 0.81
C 3.02 0.95 -0.29
C 4.52 0.69 -0.95
C 4.56 0.35 -2.54
C 4.40 -1.28 -2.90
Cl 6.16 -1.97 -2.78
C 3.42 1.66 1.18
O 4.48 0.89 1.91
C 5.01 1.68 3.03
H 2.72 -5.45 3.16
H 2.02 -4.52 1.68
H 3.72 -5.51 1.56
H 3.14 -2.82 3.36
H 4.65 -3.94 3.59
H 5.68 -3.35 1.35
H 5.15 -1.73 2.18
H 2.80 -1.09 2.01
H 1.89 -2.40 1.00
H 2.02 -1.01 -1.17
H 0.69 0.40 1.19
H -2.93 0.23 -2.96
H -1.79 -0.29 1.23
H -3.32 0.04 0.18
H -1.07 -2.23 -0.49
H -2.65 -1.88 -1.53
H -2.79 -4.06 0.18
H -2.99 -2.83 1.65
H -4.77 -2.16 -1.04
H -5.20 -3.81 -0.21
H -4.75 -1.09 1.67
H -5.95 -2.58 1.90
H -6.58 -0.96 -0.79
H -7.71 -1.43 0.66
H -6.14 0.65 1.99
H -5.83 1.21 0.17
H -6.59 6.18 1.46
H -1.13 -0.56 -4.10
H -0.30 -1.62 -2.75
H 0.35 -1.61 -4.61
H -0.48 1.79 -4.45
H 2.67 2.42 -2.13
H 0.86 5.25 -0.91
H 2.50 5.05 -0.39
H 1.23 3.47 1.57
H 5.16 -0.12 -0.39
H 5.10 1.72 -0.80
H 3.88 1.00 -3.23
H 5.68 0.60 -2.89
H 3.79 -1.87 -2.09
H 4.06 -1.46 -4.01
H 2.51 1.70 1.92
H 3.95 2.71 1.03
H 4.24 1.60 3.91
H 6.05 1.20 3.34
H 5.23 2.80 2.79
Br -0.87 4.47 1.50
*
```

# 2
Formula: C23H47BFNO24PS
Source: the OMol25 dataset
Level of theory: ωB97M-V/def2-TZVPD

Values from the calculation:
E_HOMO	-0.1814	hartree
gap between HOMO and LUMO	6.81	eV

ORCA input file:
```
! wB97M-V def2-TZVPD RIJCOSX def2/J DEFGRID3
* xyz -1 1
C 3.32 1.12 -6.19
C 2.05 0.79 -5.40
F 2.40 0.52 -4.08
C 1.19 -0.35 -6.03
N 0.69 -1.34 -5.09
B -0.66 -1.72 -5.54
O -1.77 -1.53 -4.76
O -0.87 -2.21 -6.82
C 1.55 -2.46 -4.71
C 1.97 -2.34 -3.20
C 0.86 -1.87 -2.26
C 1.16 -0.55 -1.51
S -0.16 0.64 -1.71
O -0.42 0.83 -3.11
O 0.19 1.89 -1.09
O -1.46 0.10 -0.96
C 0.81 -3.84 -4.79
O 0.96 -4.52 -5.84
O 0.14 -4.20 -3.79
P 3.12 -2.71 -5.69
O 3.73 -4.19 -5.25
O 4.24 -1.64 -5.08
H 3.41 2.20 -6.27
H 3.27 0.68 -7.19
H 4.21 0.80 -5.65
H 1.45 1.70 -5.38
H 1.64 -0.74 -6.95
H 0.30 0.18 -6.39
H -1.56 -0.83 -4.13
H -1.33 -3.05 -6.77
H 2.32 -3.32 -2.88
H 2.85 -1.69 -3.12
H -0.12 -1.79 -2.72
H 0.76 -2.63 -1.49
H 2.12 -0.10 -1.76
H 1.17 -0.75 -0.44
H -2.09 -0.19 -1.63
H 4.02 -4.09 -4.33
H 4.89 -1.53 -5.78
C -0.58 1.97 2.17
O -1.46 2.28 3.25
C -2.41 1.37 3.47
O -2.57 0.35 2.85
O -3.15 1.78 4.50
C -4.21 0.89 4.85
H 0.14 2.78 2.10
H -0.04 1.04 2.37
H -1.11 1.90 1.22
H -3.82 -0.07 5.16
H -4.91 0.78 4.02
H -4.74 1.34 5.69
C 1.89 4.50 0.57
O 2.84 4.57 1.64
C 3.30 5.79 1.89
O 3.00 6.80 1.30
O 4.17 5.71 2.90
C 4.75 6.96 3.27
H 1.59 3.46 0.47
H 1.01 5.10 0.79
H 2.34 4.83 -0.37
H 3.98 7.66 3.60
H 5.31 7.39 2.44
H 5.43 6.76 4.10
C 3.44 -7.23 1.20
O 3.17 -7.76 -0.10
C 2.03 -7.31 -0.64
O 1.27 -6.53 -0.13
O 1.89 -7.88 -1.83
C 0.71 -7.49 -2.55
H 4.38 -7.66 1.53
H 3.55 -6.14 1.15
H 2.65 -7.50 1.90
H 0.71 -6.41 -2.76
H -0.19 -7.77 -2.00
H 0.72 -8.02 -3.50
C -0.70 1.37 6.42
O -0.17 0.77 7.60
C -0.96 -0.15 8.14
O -2.04 -0.49 7.73
O -0.35 -0.64 9.22
C -1.10 -1.65 9.90
H 0.03 2.10 6.07
H -0.85 0.63 5.64
H -1.63 1.89 6.64
H -1.27 -2.51 9.26
H -2.05 -1.25 10.26
H -0.50 -1.96 10.76
C -7.93 4.16 -0.52
O -6.52 4.14 -0.31
C -6.15 4.03 0.96
O -6.90 3.95 1.90
O -4.82 4.02 1.02
C -4.29 3.90 2.34
H -8.09 4.26 -1.59
H -8.38 3.23 -0.17
H -8.38 5.01 -0.02
H -4.60 2.97 2.79
H -4.59 4.75 2.95
H -3.20 3.91 2.25
*
```

# 3
Formula: C23H47Br16ClN4P
Source: the OMol25 dataset
Level of theory: ωB97M-V/def2-TZVPD

Values from the calculation:
E_HOMO	-0.4048	hartree
gap between HOMO and LUMO	8.65	eV

ORCA input file:
```
! wB97M-V def2-TZVPD RIJCOSX def2/J DEFGRID3
* xyz 1 1
C 2.87 -5.66 -0.23
P 2.18 -5.74 -1.91
C 2.61 -4.23 -2.86
N 0.46 -5.93 -1.86
C -0.48 -4.97 -1.72
N -1.77 -5.24 -1.74
C -2.39 -4.04 -1.65
C -3.86 -3.86 -1.71
C -4.43 -4.51 -3.00
C -4.48 -6.05 -2.93
Cl -3.39 -6.78 -4.15
N -1.47 -3.09 -1.54
N -0.24 -3.66 -1.56
H 3.94 -5.87 -0.31
H 2.72 -4.72 0.32
H 2.45 -6.46 0.38
H 2.98 -3.42 -2.23
H 3.31 -4.47 -3.66
H 1.71 -3.86 -3.35
H 0.10 -6.86 -1.98
H -4.10 -2.80 -1.79
H -4.37 -4.32 -0.87
H -3.85 -4.23 -3.88
H -5.45 -4.16 -3.17
H -4.15 -6.43 -1.97
H -5.48 -6.43 -3.12
H -1.66 -2.10 -1.44
H 0.63 -3.16 -1.49
Br -2.99 -0.28 -0.37
C -2.31 1.22 -1.43
C -0.87 1.50 -1.14
Br -0.65 2.43 0.55
H -2.97 2.06 -1.23
H -2.44 0.91 -2.47
H -0.46 2.18 -1.89
H -0.26 0.61 -1.09
Br -0.46 3.98 -3.78
C 1.26 4.87 -3.63
C 2.39 3.94 -3.97
Br 2.75 2.70 -2.52
H 1.33 5.26 -2.62
H 1.22 5.70 -4.33
H 3.32 4.50 -4.10
H 2.20 3.35 -4.86
Br -2.29 6.31 3.03
C -2.32 4.65 4.05
C -1.07 4.49 4.87
Br 0.44 3.96 3.78
H -2.46 3.84 3.33
H -3.19 4.72 4.69
H -1.20 3.68 5.60
H -0.78 5.39 5.39
Br 5.46 5.60 -1.99
C 6.06 5.36 -0.16
C 5.35 4.22 0.52
Br 3.54 4.70 1.03
H 5.90 6.31 0.35
H 7.12 5.16 -0.24
H 5.86 3.96 1.44
H 5.28 3.34 -0.11
Br -3.10 -8.15 2.06
C -3.10 -6.47 3.05
C -3.60 -5.35 2.18
Br -2.29 -4.79 0.85
H -2.09 -6.33 3.42
H -3.78 -6.62 3.89
H -3.82 -4.47 2.78
H -4.49 -5.63 1.61
Br 1.47 7.41 4.89
C 1.90 7.95 6.71
C 1.78 6.81 7.68
Br -0.08 6.42 8.10
H 1.25 8.79 6.96
H 2.93 8.30 6.67
H 2.24 7.07 8.63
H 2.22 5.89 7.30
Br 6.13 8.95 -0.48
C 7.99 9.37 -0.09
C 8.86 9.19 -1.30
Br 9.21 7.32 -1.66
H 8.29 8.74 0.74
H 7.99 10.41 0.23
H 9.84 9.64 -1.13
H 8.42 9.61 -2.20
Br -8.55 -7.04 -2.28
C -7.79 -8.83 -2.27
C -7.61 -9.36 -0.87
Br -6.08 -8.53 0.00
H -6.86 -8.78 -2.81
H -8.50 -9.45 -2.81
H -7.40 -10.42 -0.88
H -8.47 -9.17 -0.23
*
```

# 4
Formula: C23H47N3O18
Source: the OMol25 dataset
Level of theory: ωB97M-V/def2-TZVPD

Values from the calculation:
structure (SMILES)	CCCN[C@]1(N)OC(=O)O[C@@H]1CNC.COC(=O)OC.COC(=O)OC.COC(=O)OC.COC(=O)OC.COC(=O)OC
E_HOMO	-0.3301	hartree
gap between HOMO and LUMO	9.25	eV

ORCA input file:
```
! wB97M-V def2-TZVPD RIJCOSX def2/J DEFGRID3
* xyz 0 1
C 0.82 1.42 1.72
C -0.04 0.09 1.95
C 0.29 -1.10 0.89
N 1.68 -1.64 1.01
C 2.67 -1.05 0.10
N 3.75 -2.13 0.06
O 3.47 0.10 0.47
C 4.44 0.10 -0.61
O 5.61 0.50 -0.61
O 3.78 -0.40 -1.80
C 2.41 -0.82 -1.45
C 1.55 0.44 -1.99
N 2.35 1.60 -2.47
C 2.38 2.72 -1.49
H 1.88 1.29 2.13
H 0.78 1.80 0.65
H 0.33 2.24 2.36
H -1.14 0.36 1.75
H -0.02 -0.29 3.04
H -0.04 -0.83 -0.16
H -0.41 -1.97 1.21
H 1.99 -1.37 1.97
H 3.90 -2.40 1.04
H 3.40 -2.94 -0.49
H 2.07 -1.77 -1.98
H 0.96 0.06 -2.91
H 0.76 0.84 -1.27
H 1.93 1.95 -3.34
H 1.34 3.07 -1.16
H 2.87 3.62 -2.02
H 3.00 2.52 -0.56
C -1.78 6.79 3.89
O -2.81 5.98 4.46
C -2.88 4.74 3.94
O -2.18 4.30 3.07
O -3.88 4.09 4.56
C -4.07 2.75 4.11
H -1.81 7.76 4.38
H -0.80 6.35 4.06
H -1.96 6.94 2.82
H -3.18 2.15 4.29
H -4.34 2.74 3.05
H -4.90 2.32 4.67
C -2.96 -4.72 0.42
O -4.18 -4.35 -0.21
C -4.42 -3.02 -0.21
O -3.70 -2.18 0.25
O -5.60 -2.81 -0.82
C -5.98 -1.43 -0.90
H -2.87 -5.81 0.36
H -2.11 -4.28 -0.11
H -2.95 -4.42 1.47
H -5.25 -0.87 -1.48
H -6.09 -1.01 0.10
H -6.94 -1.38 -1.40
C 6.68 -0.77 -3.05
O 7.23 -1.34 -4.24
C 6.67 -0.89 -5.38
O 5.78 -0.08 -5.46
O 7.28 -1.51 -6.41
C 6.79 -1.12 -7.69
H 7.20 -1.21 -2.20
H 6.83 0.31 -3.03
H 5.62 -1.01 -2.96
H 6.94 -0.05 -7.86
H 5.73 -1.38 -7.79
H 7.35 -1.68 -8.44
C 1.99 1.00 8.03
O 0.76 1.37 7.41
C 0.52 2.70 7.41
O 1.24 3.55 7.88
O -0.66 2.91 6.80
C -1.04 4.28 6.73
H 2.07 -0.08 7.97
H 2.84 1.44 7.50
H 1.99 1.29 9.08
H -0.31 4.86 6.15
H -1.16 4.70 7.73
H -2.00 4.34 6.22
C -4.73 -3.93 -3.11
O -4.21 -4.49 -4.31
C -4.79 -4.02 -5.43
O -5.68 -3.20 -5.48
O -4.22 -4.62 -6.48
C -4.74 -4.21 -7.75
H -4.19 -4.38 -2.28
H -4.57 -2.85 -3.08
H -5.79 -4.17 -2.99
H -4.58 -3.14 -7.90
H -5.80 -4.46 -7.82
H -4.20 -4.76 -8.52
*
```

# 5
Formula: C23H47NO19PS2
Source: the OMol25 dataset
Level of theory: ωB97M-V/def2-TZVPD

Values from the calculation:
E_HOMO	-0.1996	hartree
gap between HOMO and LUMO	7.12	eV

ORCA input file:
```
! wB97M-V def2-TZVPD RIJCOSX def2/J DEFGRID3
* xyz -1 1
C -5.62 -3.02 0.44
S -4.52 -3.06 -0.94
O -3.18 -3.11 -0.37
O -4.70 -4.24 -1.76
C -4.60 -1.53 -1.92
N -4.21 -0.45 -1.02
P -2.93 0.50 -1.55
S -3.44 1.95 -2.75
C -6.04 -1.31 -2.49
O -6.07 -0.89 -3.65
O -6.98 -1.54 -1.70
H -6.65 -3.14 0.10
H -5.34 -3.81 1.13
H -5.56 -2.04 0.90
H -3.91 -1.69 -2.75
H -4.99 0.16 -0.81
H -1.92 -0.30 -2.09
H -2.46 1.08 -0.35
C -7.03 -7.45 -1.81
C -8.34 -6.86 -2.27
O -9.46 -7.41 -1.55
C -9.65 -6.93 -0.33
O -8.99 -6.09 0.22
O -10.70 -7.57 0.21
C -10.96 -7.21 1.56
H -7.06 -8.54 -1.85
H -6.20 -7.09 -2.42
H -6.82 -7.18 -0.77
H -8.51 -7.11 -3.32
H -8.33 -5.77 -2.19
H -11.05 -6.13 1.67
H -10.18 -7.59 2.21
H -11.91 -7.68 1.83
C -2.54 -2.82 -8.68
C -1.20 -2.64 -8.01
O -1.33 -2.49 -6.59
C -1.54 -3.61 -5.91
O -1.61 -4.72 -6.39
O -1.68 -3.30 -4.63
C -2.01 -4.40 -3.77
H -3.22 -2.01 -8.41
H -2.43 -2.84 -9.77
H -3.01 -3.75 -8.37
H -0.73 -1.72 -8.36
H -0.52 -3.46 -8.24
H -1.29 -5.22 -3.89
H -3.02 -4.75 -3.97
H -1.96 -4.04 -2.75
C 3.30 5.47 -1.37
C 2.52 5.15 -0.11
O 1.23 4.61 -0.42
C 1.22 3.33 -0.79
O 2.18 2.61 -0.85
O -0.03 2.99 -1.07
C -0.19 1.65 -1.56
H 2.72 6.12 -2.02
H 4.24 5.96 -1.12
H 3.53 4.57 -1.93
H 2.34 6.06 0.45
H 3.06 4.47 0.54
H 0.27 0.93 -0.88
H 0.24 1.56 -2.55
H -1.27 1.46 -1.62
C 2.22 2.48 3.83
C 3.59 2.69 3.21
O 4.25 3.84 3.77
C 4.78 3.67 4.98
O 4.79 2.65 5.62
O 5.31 4.83 5.36
C 5.85 4.82 6.69
H 1.63 3.39 3.74
H 1.70 1.66 3.33
H 2.30 2.24 4.89
H 3.49 2.88 2.15
H 4.22 1.80 3.32
H 6.56 4.00 6.82
H 5.05 4.74 7.42
H 6.37 5.76 6.83
C 12.50 5.54 6.07
C 12.22 5.93 4.64
O 11.37 4.97 3.98
C 10.08 5.05 4.29
O 9.57 5.85 5.03
O 9.44 4.08 3.63
C 8.05 4.00 3.93
H 12.90 4.53 6.12
H 13.21 6.23 6.52
H 11.58 5.56 6.67
H 13.14 5.95 4.07
H 11.78 6.93 4.57
H 7.55 4.95 3.79
H 7.90 3.64 4.95
H 7.61 3.27 3.25
*
```

For the records above, the corresponding maximum force values read 0.1850; 0.0640; 0.0605; 0.0975; 0.0574 Eh/bohr.
For the records above, the corresponding M values read 707.94; 814.46; 1724.55; 653.63; 736.73 g mol⁻¹.